i) Entry from OMol25: 2 unconnected molecules or ions with the total composition C3H5F2NO2 (ωB97M-V with the def2-TZVPD basis set).

Each line ends with the natural charge from an NBO analysis.
Geometry (Å):
F (1.62157, -0.27115, -0.60385)  -0.384
F (1.95220, 1.22005, 0.93528)  -0.404
O (-0.25934, 0.09829, 1.64957)  -0.652
O (-0.66405, -2.34263, 0.57563)  -0.580
N (-0.92371, -2.10473, -1.76050)  -0.742
C (-0.27458, 0.76647, 0.28845)  -0.431
C (1.10596, 0.93307, -0.14423)  0.454
C (-0.72076, -2.16411, -0.55996)  0.912
H (-0.52523, -1.81333, -2.54352)  0.415
H (0.48286, 0.34758, 2.23093)  0.531
H (-0.85774, 1.61471, 0.68565)  0.174
H (1.34507, 1.71375, -1.03889)  0.165
H (-0.48357, -0.76897, 1.51240)  0.543

Charge = 0
HOMO = -8.010 eV

***

ii) Entry from OMol25: 2 unconnected molecules or ions with the total composition C3H5F2NO2 (ωB97M-V with the def2-TZVPD basis set).

Each line ends with the natural charge from an NBO analysis.
Geometry (Å):
F (-1.76399, -1.67608, -2.67712)  -0.367
F (-0.75416, 0.17795, -3.07282)  -0.358
O (-1.29898, -0.16267, 0.42857)  -0.233
O (0.24378, -1.02428, -1.46304)  -0.587
N (-0.11406, -0.02189, 0.28293)  0.335
C (0.41705, 1.10731, 2.40703)  -0.651
C (0.84004, 0.50901, 1.02210)  -0.032
C (-0.49368, -1.10994, -2.62531)  0.753
H (0.41701, 0.21951, 3.09949)  0.244
H (-0.55464, 1.57938, 2.24114)  0.243
H (0.08204, -1.85658, -3.15596)  0.146
H (1.92009, 0.36493, 0.61273)  0.259
H (1.05950, 1.89334, 2.90025)  0.248

Charge = 0
HOMO = -10.094 eV

***

The energetic minimum among the shown structures is i); the next structure lies 1.983 eV above.